Entry 1:
C28H33N4NdO5S4 | ωB97M-V with the def2-TZVPD basis set

Properties
- F_max: 1.9 eV/A
- LUMO energy (spin up / spin down): 0.40 / 0.40 eV
- 2S+1: 4
- Energy relative to the best compared isomer or geometry (same formula, charge and spin): 0.0 kJ/mol
- Electronic energy: -3836.40945 Eh
- Expectation value of S²: 3.753

Structure (XYZ):
```
75
Properties=species:S:1:pos:R:3:forces:R:3
Nd -0.02183 0.17225 0.16633 1.7 -0.4 0.9
C -1.41754 -2.84684 3.36076 0.1 0.1 0.0
C 0.01335 -2.34329 3.56216 0.0 0.0 0.0
S 1.09661 -2.31881 2.10346 -0.1 0.1 0.0
C 0.96569 -4.03996 1.53421 0.1 0.0 0.0
C 0.60591 -4.22777 0.06027 0.0 0.1 0.0
S -0.82296 -3.30114 -0.53023 -0.1 -0.1 -0.1
C -2.13386 -4.16123 0.38624 0.0 0.0 0.0
C -3.07768 -3.21690 1.12385 0.1 0.0 0.0
S -2.30059 -1.91006 2.09181 -0.1 0.0 0.1
H -1.94368 -2.74646 4.31137 0.0 0.0 0.0
H -1.43321 -3.90418 3.09643 0.0 0.0 0.0
H 0.50559 -2.92884 4.33948 0.0 0.0 0.0
H 0.00037 -1.30117 3.88543 0.0 0.0 0.0
H 0.23755 -4.53465 2.17433 0.0 0.0 0.0
H 1.92828 -4.51826 1.72157 0.0 -0.1 0.0
H 0.43807 -5.28953 -0.13128 0.0 0.0 0.0
H 1.42035 -3.90540 -0.58420 0.0 0.0 0.0
H -1.65764 -4.85383 1.08066 0.0 0.0 0.0
H -2.70380 -4.76205 -0.32336 0.0 0.0 0.0
H -3.76415 -3.78704 1.75313 0.0 0.0 -0.1
H -3.67931 -2.65307 0.40802 0.0 0.0 0.0
O -1.56778 1.72870 -0.73517 -0.3 0.1 0.1
C -2.40280 0.94101 -0.21256 -0.8 0.4 -0.2
O -2.23783 -0.31261 -0.34294 -0.6 0.0 -0.2
C -3.42157 1.49464 0.72773 0.1 0.0 0.0
C -4.67292 1.92806 0.31677 0.0 -0.1 0.0
C -5.54635 2.48774 1.23618 0.0 0.0 0.1
C -5.14723 2.61222 2.56316 0.0 0.0 0.0
C -3.89053 2.18901 2.96706 0.0 0.0 0.0
C -2.99161 1.62553 2.05595 0.0 -0.1 0.0
S -1.37159 1.12584 2.55630 -0.1 0.3 -0.2
H -4.96442 1.82470 -0.72310 0.0 0.0 0.0
H -6.52563 2.82405 0.92147 0.0 0.0 0.0
H -5.82227 3.04850 3.28952 0.0 0.0 0.0
H -3.58006 2.29522 3.99954 0.0 0.0 0.0
O 1.71082 0.94405 2.11278 -0.3 -0.1 -0.1
C 1.64327 2.29652 2.51894 0.1 0.0 -0.1
C 1.48791 3.22712 1.34605 0.0 0.0 -0.1
C 1.87793 4.55572 1.44918 0.0 0.1 0.0
C 1.64451 5.41086 0.39063 0.0 0.1 0.0
C 1.01928 4.91615 -0.74417 0.0 0.0 0.0
C 0.67106 3.58144 -0.77008 0.0 0.0 0.0
N 0.91303 2.74188 0.24260 -0.1 -0.2 0.0
H 2.60313 0.82144 1.70850 0.1 0.0 0.0
H 2.52468 2.56989 3.10272 0.1 0.0 0.0
H 0.76010 2.40763 3.14365 -0.1 0.0 0.1
H 2.35598 4.90233 2.35705 0.0 0.0 0.0
H 1.94019 6.45088 0.44845 0.0 0.0 0.0
H 0.79758 5.55008 -1.59147 0.0 0.0 0.0
H 0.15432 3.15965 -1.62082 0.0 0.0 0.0
O 1.36533 -1.87138 -1.65891 0.1 -0.1 0.0
C 2.41350 -1.38181 -1.25083 0.0 0.0 0.1
C 3.80454 -1.75332 -1.73378 0.0 0.0 0.0
C 4.71170 -0.96837 -0.79178 0.0 -0.1 0.0
C 3.73581 -0.13552 0.02686 -0.1 -0.1 -0.1
O 4.08068 0.66776 0.88702 0.0 0.0 0.1
N 2.44249 -0.42290 -0.29147 0.3 0.0 -0.1
H 3.89584 -1.45058 -2.77754 0.0 0.0 0.0
H 3.93761 -2.83392 -1.69509 0.0 0.0 0.0
H 5.43349 -0.31777 -1.28328 0.0 0.0 0.0
H 5.26576 -1.60648 -0.10269 0.0 0.0 0.0
N 0.80251 0.39337 -6.50199 0.0 0.1 0.1
C 0.71313 0.44843 -5.13752 0.0 0.0 -0.1
C -0.30577 -0.21909 -4.44995 0.0 0.0 -0.1
C -0.37319 -0.10828 -3.08281 0.1 0.2 0.0
N 0.48316 0.61871 -2.35207 -0.1 0.0 -0.2
C 1.45689 1.24670 -3.00864 0.0 -0.1 0.1
C 1.61586 1.19908 -4.37673 0.0 0.0 -0.1
H 0.26301 -0.28977 -7.00078 0.0 0.0 0.0
H 1.63230 0.72886 -6.95513 0.0 0.0 0.0
H -1.02642 -0.82822 -4.98154 0.0 0.0 0.0
H -1.14777 -0.63393 -2.53606 0.0 0.0 0.0
H 2.15575 1.81029 -2.39971 0.0 0.0 0.0
H 2.42707 1.73816 -4.84994 0.0 0.0 0.0
```
Forces are in eV/Å.

Entry 2:
C28H33N5O7S | ωB97M-V with the def2-TZVPD basis set

Properties
- F_max: 0.9 eV/A
- LUMO energy: -0.01 eV
- 2S+1: 1
- SMILES: COc1ccc(N(C(=O)c2snc(C(N)=O)c2N)[C@@H](C(=O)NC2CCCC2)c2cc(OC)ccc2OC)c(OC)c1
- Electronic energy: -2285.47191 Eh

Structure (XYZ):
```
74
Properties=species:S:1:pos:R:3:forces:R:3
C 5.00414 4.77989 1.66366 0.1 0.1 0.2
O 4.54609 4.11128 0.51221 -0.2 -0.2 -0.2
C 3.50504 3.24758 0.63509 -0.1 -0.2 -0.1
C 2.84710 2.95195 1.82137 0.2 0.2 0.1
C 1.79438 2.05304 1.80805 0.0 -0.1 -0.3
C 1.38843 1.43817 0.63795 0.2 0.2 -0.2
N 0.28138 0.56385 0.61348 -0.2 0.1 -0.2
C 0.37758 -0.71206 0.16985 -0.1 -0.1 -0.1
O -0.62005 -1.37070 -0.15393 0.1 -0.1 0.0
C 1.68379 -1.33934 0.13717 0.7 -0.4 0.1
S 3.16763 -0.73054 0.79629 -0.1 -0.4 -0.2
N 4.00412 -2.08527 0.49955 0.2 -0.4 -0.1
C 3.26629 -3.01047 -0.07966 -0.2 0.7 0.3
C 3.81801 -4.33692 -0.41496 0.5 -0.2 0.0
N 5.12824 -4.47198 -0.13052 0.2 -0.1 0.0
O 3.13960 -5.22912 -0.89998 -0.2 -0.1 -0.1
C 1.90279 -2.64520 -0.31334 0.0 0.7 0.1
N 1.00486 -3.44054 -0.90715 -0.4 -0.4 -0.2
C -1.00659 1.12303 1.01935 -0.3 0.1 0.0
C -1.73598 1.70495 -0.21364 0.2 -0.2 0.3
O -1.99751 2.88897 -0.30174 -0.1 0.4 0.1
N -2.02609 0.77949 -1.13175 -0.1 -0.3 -0.3
C -2.62646 1.06937 -2.41223 0.0 0.4 0.0
C -1.61583 0.82260 -3.54476 0.0 0.0 0.0
C -1.87267 -0.62338 -3.95524 -0.1 0.1 -0.2
C -3.39637 -0.71142 -3.92602 0.0 -0.1 0.0
C -3.79524 0.09875 -2.68664 -0.1 0.0 -0.1
C -1.85024 0.13234 1.79017 0.1 -0.1 0.4
C -3.22343 0.09900 1.59565 -0.2 0.0 0.1
C -4.02887 -0.79196 2.29357 0.2 -0.1 0.1
O -5.38298 -0.88611 2.15814 0.1 -0.2 0.2
C -6.02610 -0.02153 1.25325 -0.1 0.1 -0.1
C -3.43530 -1.66530 3.19872 -0.2 0.2 -0.2
C -2.07358 -1.62474 3.41867 0.2 0.0 0.0
C -1.26764 -0.72066 2.73690 -0.2 0.2 0.0
O 0.08304 -0.59792 2.94178 -0.3 0.2 0.0
C 0.72857 -1.53336 3.76819 0.1 -0.2 0.2
C 2.05542 1.73372 -0.56898 -0.1 0.1 0.0
O 1.61200 1.07576 -1.67295 -0.1 0.2 0.5
C 2.31058 1.25570 -2.88303 0.2 0.0 -0.3
C 3.10606 2.63093 -0.55358 0.1 0.0 -0.1
H 5.37421 4.07579 2.41543 0.0 0.0 0.0
H 5.82406 5.41320 1.32895 -0.1 0.0 0.1
H 4.22037 5.40468 2.10283 0.0 0.0 0.0
H 3.13641 3.40746 2.75357 0.1 0.1 0.1
H 1.28416 1.80670 2.72610 -0.1 0.0 0.1
H 5.62297 -3.70038 0.28250 0.0 0.0 0.0
H 5.59265 -5.34531 -0.31102 -0.1 0.0 0.0
H 1.28602 -4.39465 -1.08504 -0.1 0.1 0.0
H 0.03972 -3.14631 -0.87572 0.1 -0.1 0.0
H -0.78204 1.97501 1.67175 -0.1 -0.1 -0.2
H -1.72482 -0.17691 -0.95025 0.0 0.1 0.1
H -2.94522 2.11418 -2.37322 0.0 -0.2 0.0
H -0.59901 0.99596 -3.19847 0.0 0.1 0.0
H -1.82258 1.49281 -4.38001 0.0 0.0 -0.1
H -1.45821 -0.86529 -4.93306 0.1 -0.1 0.0
H -1.44185 -1.30163 -3.21722 0.1 -0.1 0.0
H -3.75644 -1.73790 -3.87881 -0.1 0.0 -0.1
H -3.80550 -0.24759 -4.82511 0.0 0.0 -0.1
H -4.73335 0.63090 -2.83743 -0.1 0.0 0.1
H -3.91551 -0.56169 -1.82668 -0.1 0.0 0.0
H -3.65633 0.78843 0.89002 -0.1 0.0 -0.1
H -5.67906 -0.18031 0.22706 0.0 0.0 0.0
H -5.88034 1.02870 1.52526 0.0 0.0 0.0
H -7.08536 -0.26622 1.31652 0.1 0.1 0.0
H -4.05727 -2.36768 3.72970 -0.1 -0.1 0.1
H -1.64575 -2.30709 4.13535 0.1 -0.1 0.1
H 0.38793 -1.46060 4.80642 0.0 0.0 0.0
H 0.58310 -2.55670 3.40740 0.0 0.0 0.0
H 1.78818 -1.28270 3.71978 0.0 -0.1 0.0
H 2.22617 2.28526 -3.24346 0.0 0.0 0.0
H 1.84119 0.58098 -3.59762 0.1 0.1 0.0
H 3.36639 0.99030 -2.77476 0.0 0.0 0.0
H 3.64093 2.89672 -1.44973 0.1 0.0 -0.1
```
Forces are in eV/Å.